A) The following is a quantum chemistry calculation of a cluster of 2 separate species, C4H6O in total, from the OMol25 dataset.

XYZ file:
```
11
C4H6O ωB97M-V/def2-TZVPD
C -1.812 0.624 -0.276
O -0.481 0.558 0.051
C 0.829 -1.195 0.787
C 1.446 -0.312 0.003
C 1.782 0.629 -0.693
H -2.131 -0.247 -0.892
H -1.953 1.583 -0.805
H -2.363 0.731 0.664
H 1.236 -1.047 1.786
H 0.753 -2.134 0.234
H 2.671 0.839 -1.213
```

Its HOMO energy (spin up / spin down) is -9.2904 / -9.0817 eV. As for the HOMO-LUMO gap (spin up / spin down): 8.2 / 8.3 eV.

=====

B) The following is a quantum chemistry calculation of a structure of composition C4H6O, from the OMol25 dataset.

XYZ file:
```
11
C4H6O ωB97M-V/def2-TZVPD
C 0.301 -1.498 0.094
O -1.633 -0.132 0.008
C -1.130 1.031 -0.057
C 0.746 1.000 -0.058
C 0.890 -0.257 0.017
H 0.136 -1.961 1.062
H 0.086 -2.057 -0.812
H -1.217 1.707 0.820
H -1.204 1.599 -1.009
H 1.360 1.881 -0.122
H 1.666 -1.312 0.057
```

Its HOMO energy is -8.4343 eV. As for the HOMO-LUMO gap: 9.0 eV.

=====

C) The following is a quantum chemistry calculation of an isolated molecule of C4H6O, from the OMol25 dataset.

XYZ file:
```
11
C4H6O ωB97M-V/def2-TZVPD
C -0.658 -1.732 0.345
C 0.299 -1.307 -0.262
C 0.972 -0.057 -0.613
C 0.111 1.040 0.136
O -1.039 0.582 0.860
H -1.443 -2.234 0.855
H 1.004 0.098 -1.700
H 2.017 -0.045 -0.271
H -0.198 1.817 -0.566
H 0.729 1.467 0.926
H -1.794 0.371 0.289
```

Its HOMO energy is -9.4484 eV. As for the HOMO-LUMO gap: 10.4 eV. As for the structure (SMILES): C#CCCO.

=====

Which structure is most stable? C), by 0.1054 hartree over the runner-up.